i.
2 unconnected molecules or ions with the total composition C3H7N2O2. Source: OMol25; level of theory: the ωB97M-V functional and the def2-TZVPD basis.

Geometry (Å):
H: -1.6369 -0.0868 -1.7414
H: 1.9280 1.6734 1.1260
H: -2.1666 1.0706 -0.4645
O: 1.7822 0.3271 -0.4999
N: 1.2800 1.1334 0.5614
H: -3.1241 -0.2556 -0.5169
C: -2.0695 0.0485 -0.6650
H: 2.0270 -1.4289 -1.3769
O: 1.0736 -1.6131 0.3377
N: -1.2245 -0.3562 0.3941
H: 0.1384 -0.7978 2.1078
C: 1.6528 -0.9221 -0.5233
H: 0.7287 1.7783 0.1245
C: -0.3891 -0.5708 1.1365

The value obtained for the highest occupied orbital energy is -0.5563 Eh. Its net charge is +1.

ii.
A gas-phase ion, C3H7N2O2 (charge +1). Source: OMol25; level of theory: the ωB97M-V functional and the def2-TZVPD basis.

Geometry (Å):
C: 0.5114 -0.8495 -0.7031
H: 2.6444 -0.5998 -0.0030
H: 0.3481 1.8313 0.5537
O: 0.3044 -2.0174 -1.1147
O: -1.9266 -0.0961 -0.5209
H: -1.2624 1.6394 0.3566
C: 1.9748 -0.3876 -0.8274
H: 2.3968 -0.8864 -1.7055
C: -0.4357 0.0990 -0.4073
H: -3.7272 -0.1086 -0.5480
H: 1.9262 0.6948 -0.9437
N: -0.3964 1.1588 0.4483
H: -0.6638 -2.4212 -1.0631
N: -3.1152 0.5453 -0.2400

The value obtained for the highest occupied orbital energy (alpha / beta) is -0.5218 / -0.5179 Eh. Its net charge is +1.

Which structure is most stable, and how do the rest compare? From most to least stable: i, ii.

i.
2 unconnected molecules or ions with the total composition C5H14O. Source: OMol25; level of theory: the ωB97M-V functional and the def2-TZVPD basis.

Geometry (Å):
H: -3.0468 -0.2470 -1.4434
C: 1.4717 -1.2679 0.9785
O: 1.1855 -0.7250 2.2840
H: -1.7131 0.9538 -2.7629
H: -3.4607 0.9314 -0.4374
H: -2.7472 -0.4974 0.3405
H: 1.8710 0.5125 -0.2565
H: -0.7983 2.3813 -2.1610
H: -0.1213 0.6840 -2.3560
C: -1.2881 0.8451 -0.6341
H: 0.7465 0.1293 2.1719
H: 3.1900 -0.1161 0.7123
H: 1.9138 -2.1920 1.2612
C: -0.9581 1.3212 -2.0648
C: -2.6648 0.1699 -0.5044
H: -0.5746 0.1103 -0.2609
H: 2.7203 -0.8767 -0.8082
C: 2.3322 -0.4121 0.0982
H: -1.3029 1.6230 0.1345
H: 0.4859 -1.4948 0.5631

The value obtained for the highest occupied orbital energy is -0.3802 Eh.

ii.
2 unconnected molecules or ions with the total composition C5H14O. Source: OMol25; level of theory: the ωB97M-V functional and the def2-TZVPD basis.

Geometry (Å):
H: 3.3573 -0.1268 -2.0825
H: -2.0044 -1.2565 -0.8999
H: 1.2007 1.2004 -0.4597
H: -2.2669 0.9088 2.3402
H: 0.7911 0.1139 -1.8431
H: -2.3408 -1.4765 1.7703
H: -0.6797 -1.4262 1.1334
O: 1.7960 -0.7244 -0.1750
C: -1.6091 -0.8582 1.2358
C: -2.1457 -0.4930 -0.1320
H: -0.6906 1.0704 1.5789
H: 1.1517 -1.4208 -0.3062
H: -3.1972 -0.2202 -0.1162
H: 3.5022 1.3523 -1.1369
H: 2.6409 1.3628 -2.6519
H: -1.6475 0.3966 -0.5376
C: -1.3529 0.3696 2.0883
C: 2.8261 0.7583 -1.7573
C: 1.5355 0.3618 -1.0788
H: -0.8667 0.1077 3.0303

The value obtained for the highest occupied orbital energy is -0.3787 Eh.

iii.
2 unconnected molecules or ions with the total composition C5H14O. Source: OMol25; level of theory: the ωB97M-V functional and the def2-TZVPD basis.

Geometry (Å):
H: 0.3284 2.6106 3.1087
C: 0.0305 -1.4236 -2.2399
C: 0.4663 2.0945 0.9577
C: 0.4159 3.0968 2.1371
H: 0.5477 2.7161 0.0556
H: 0.8630 -3.0705 -0.1768
H: 0.1535 -2.2617 1.1771
H: 1.0325 -1.7070 -2.5897
H: -0.2020 -0.4445 -2.6556
C: 0.0425 -1.1904 -0.7209
O: -1.0219 -0.2953 -0.4035
H: -0.6499 -2.1888 -2.6261
C: 0.0045 -2.4451 0.1094
H: 0.9756 -0.6583 -0.5299
H: -0.3223 3.8372 1.8963
H: 1.4383 3.4898 2.1901
H: 1.2656 1.3594 0.8502
H: -0.4967 1.5984 0.8432
H: -1.8746 -0.7282 -0.3266
H: -0.8610 -3.0830 0.0077

The value obtained for the highest occupied orbital energy is -0.3762 Eh.

iv.
2 unconnected molecules or ions with the total composition C5H14O. Source: OMol25; level of theory: the ωB97M-V functional and the def2-TZVPD basis.

Geometry (Å):
H: -1.5631 -0.4161 -1.9405
H: -3.4039 1.2796 -1.1992
H: -3.8253 -0.0803 -0.0464
H: -1.7932 -1.5934 -0.6768
H: -1.1691 1.3616 -0.2271
H: 2.0337 0.1300 -1.1693
H: -3.5695 1.4860 0.5643
C: 2.4322 0.3478 -0.1817
H: 3.8000 -0.0973 1.9015
C: -1.2940 -0.6542 -0.9099
H: -0.2097 -0.7963 -0.9071
C: -3.2274 0.8193 -0.2339
C: -1.7454 0.4753 0.0119
H: 1.5361 -0.7488 1.4877
H: 2.2564 -1.7517 0.2291
O: 3.5697 -0.9667 1.5568
H: -1.6666 0.1854 1.0647
H: 3.4782 0.5861 -0.3635
C: 2.3673 -0.8168 0.7943
H: 1.9937 1.2504 0.2453

The value obtained for the highest occupied orbital energy is -0.3810 Eh.

Which structure is most stable, and how do the rest compare? From most to least stable: ii, iv, iii, i.

i.
A gas-phase ion, C11H12NO (charge +1). Source: OMol25; level of theory: the ωB97M-V functional and the def2-TZVPD basis.

Geometry (Å):
C: -0.7326 -0.0035 -0.3809
H: -4.0080 1.0529 -0.3049
H: -1.7986 -1.7415 -0.0091
H: 2.9680 2.6596 -0.2138
C: 0.6403 0.3308 -0.1432
H: -0.8033 -1.6739 -1.4370
C: -2.9519 0.7391 -0.1387
C: 0.2877 -1.9978 0.3326
C: 3.3087 0.6286 0.3699
C: -1.7998 0.7555 -1.1637
O: -1.4496 -0.1827 1.4068
H: 4.4564 0.7126 0.4995
H: -3.3692 0.3051 1.9929
C: 1.2940 -0.8177 0.3501
H: 0.5507 2.3601 -0.7726
H: 0.7790 -2.8595 -0.0428
H: -0.1290 -2.1859 1.2460
N: -0.8626 -1.5084 -0.4277
C: -2.7093 0.2916 1.1233
C: 2.5428 1.7205 -0.0014
H: -2.1027 0.2450 -2.0034
C: 2.6745 -0.6996 0.4593
H: 3.3729 -1.5216 0.8954
C: 1.2155 1.5689 -0.4209
H: -1.3741 1.8218 -1.2155

The value obtained for the highest occupied orbital energy is -0.4507 Eh. Its net charge is +1.

ii.
A gas-phase ion, C11H12NO (charge +1). Source: OMol25; level of theory: the ωB97M-V functional and the def2-TZVPD basis.

Geometry (Å):
C: -0.0269 0.8014 1.4428
H: -2.5843 -0.5897 -2.7029
H: 1.0456 3.6093 3.0246
C: -0.9978 -0.2084 1.4852
H: -0.7222 1.8779 3.1734
C: -1.3758 -2.1002 -2.4223
O: -1.6401 -0.7169 -2.6021
C: -0.0306 -1.1944 -0.4986
H: -1.7383 -1.9645 0.5651
C: -0.1040 -2.2689 -1.5490
H: -1.7528 -0.2315 2.2537
C: 0.9841 2.8001 2.3218
H: 2.6747 1.7947 -0.3583
C: 0.9378 -0.2341 -0.5519
C: 0.9515 0.7948 0.4255
H: -1.1983 -2.5588 -3.3891
H: 1.6574 -0.2637 -1.3533
C: -0.9945 -1.1874 0.5318
N: 1.9116 2.7485 1.3292
C: 0.0176 1.8462 2.3927
H: 2.6323 3.4553 1.2858
C: 1.9172 1.7985 0.4059
H: -2.2069 -2.5820 -1.9130
H: 0.7488 -2.1773 -2.2110
H: -0.1061 -3.2488 -1.0860

The value obtained for the highest occupied orbital energy is -0.4687 Eh. Its net charge is +1.

Which structure is most stable, and how do the rest compare? From most to least stable: ii, i.

i.
A gas-phase ion, C11H14N3O (charge +1). Source: OMol25; level of theory: the ωB97M-V functional and the def2-TZVPD basis.

Geometry (Å):
C: -2.4136 0.3866 -0.2410
C: -3.7568 -1.5715 -0.3054
C: -3.5856 -0.2725 -0.6565
C: -0.1576 1.7248 0.2463
C: -1.1889 2.2886 -0.4082
O: -2.2883 1.6789 -0.6573
H: -3.0537 -3.0719 1.0378
H: 2.7483 1.0563 -2.1236
H: 4.0006 0.0937 0.0896
C: 2.2639 0.2292 1.2198
H: -4.2140 0.3092 -1.3478
C: -0.1363 0.3120 0.6297
H: 3.0248 2.1901 -0.8223
H: 0.8761 -1.2291 1.4233
H: 2.8309 -0.4056 1.9782
H: -0.9112 -2.1581 1.4575
C: -1.6995 -1.5596 0.9610
H: 1.8934 -1.0541 -1.5119
N: 0.9457 -0.2482 1.0720
H: 3.5235 -1.3908 -1.4311
C: -2.8223 -2.1838 0.5791
N: 2.7348 -1.0620 -0.8558
H: -1.1826 3.3338 -0.7974
H: 0.8023 2.1894 0.0720
H: -4.6313 -2.1550 -0.4116
C: 2.9924 0.1764 -0.2265
H: 2.2821 1.3368 1.6007
C: -1.3911 -0.2783 0.4886
N: 2.5140 1.3348 -1.0594

The value obtained for the highest occupied orbital energy is -0.4622 Eh. Its net charge is +1.

ii.
A gas-phase ion, C11H14N3O (charge +1). Source: OMol25; level of theory: the ωB97M-V functional and the def2-TZVPD basis.

Geometry (Å):
C: -0.9147 0.1873 -2.6357
H: 1.5097 -1.8114 -1.1114
C: -0.4890 -0.1401 -1.4005
H: 0.7031 -3.1697 -0.4849
H: -2.1683 -2.3136 -1.7064
H: -1.2371 1.7845 -3.9826
C: 0.2440 0.1276 0.7580
H: 2.4252 0.2815 4.3259
H: -1.2866 -0.5744 -3.3280
C: 0.0502 0.7909 -0.5218
C: -1.8201 -2.0349 -0.7595
N: -0.4457 -1.4441 -0.7190
C: -0.5526 2.5356 -2.0385
C: 1.3150 0.3714 4.2743
N: 0.0823 -1.1753 0.6527
O: 0.8327 -0.0565 3.0436
H: 1.8552 2.4274 2.5106
C: 0.6368 -2.3958 -1.2430
C: 0.7911 0.7747 1.9860
N: 1.3708 1.8744 1.7789
H: 0.3698 -2.8808 -2.2690
H: 0.5438 2.9401 -0.3946
H: -2.5727 -1.3398 -0.2926
H: 1.0352 -0.3296 5.1778
H: 1.0529 1.3075 4.5807
H: -1.8646 -2.9934 -0.1124
C: -0.8638 1.5370 -3.0134
H: -0.6461 3.5904 -2.1857
C: 0.0435 2.1290 -0.8893

The value obtained for the highest occupied orbital energy is -0.4857 Eh. Its net charge is +1.

iii.
A gas-phase ion, C11H14N3O (charge +1). Source: OMol25; level of theory: the ωB97M-V functional and the def2-TZVPD basis.

Geometry (Å):
H: -2.7203 -1.0008 -2.2829
N: -1.2333 -1.6727 -0.2926
C: 3.5463 0.4868 1.8666
H: 3.7605 -1.3745 0.8757
H: -1.1551 2.1587 -1.3872
C: 1.7557 -0.8617 0.9897
H: 0.5364 2.0911 2.2628
H: 1.6434 -1.8217 0.5228
N: -1.3205 -0.4105 -0.9163
C: 1.2258 1.2347 2.0286
C: -0.7222 -0.0327 1.1511
H: -0.8523 -0.8571 -2.9104
C: 0.8280 0.0741 1.3881
C: 2.5884 1.3998 2.2539
C: 3.1086 -0.6076 1.2076
C: -1.7458 -0.4609 -2.2894
H: -1.1821 0.4601 2.0780
N: -1.8198 -2.7745 -0.8422
C: -1.0471 2.0565 -0.3558
H: 4.6260 0.5436 2.0951
H: -1.1208 -3.1060 -1.5327
O: -1.2452 -2.2549 1.9881
H: -2.1829 -3.3610 0.0074
H: -0.0696 2.4338 -0.0953
H: -1.8296 2.6180 0.1730
C: -1.0805 0.5515 -0.0856
H: -1.9326 0.6098 -2.4537
H: 2.7500 2.3700 2.7155
C: -1.0605 -1.4908 1.0609

The value obtained for the highest occupied orbital energy is -0.4717 Eh. Its net charge is +1.

Which structure is most stable, and how do the rest compare? From most to least stable: i, iii, ii.

i.
A molecular structure, C4H10. Source: OMol25; level of theory: the ωB97M-V functional and the def2-TZVPD basis.

Geometry (Å):
H: 0.9412 0.7608 2.2890
H: -4.7545 -2.4556 -3.0915
H: 1.2723 -0.3823 0.9581
H: 0.4829 1.7544 0.1278
H: -1.1034 0.1048 -0.7932
C: 1.5461 1.4624 0.1379
C: -0.9343 -0.5338 0.9667
H: 2.3904 2.1685 0.1218
H: 1.5791 0.8421 -0.8029
C: 1.5896 0.5722 1.4289
H: -4.4464 -1.8401 -2.6927
H: -0.0735 -2.0630 -0.3015
C: -1.1172 -1.0984 -0.1898
H: 2.6278 0.7081 1.8412

The value obtained for the highest occupied orbital energy is -0.3902 Eh.

ii.
2 unconnected molecules or ions with the total composition C4H10. Source: OMol25; level of theory: the ωB97M-V functional and the def2-TZVPD basis.

Geometry (Å):
H: 0.0395 -0.1173 -2.3954
H: 0.2975 3.0049 -2.5813
H: 1.3666 0.9121 -4.3993
C: 0.5491 1.9405 -2.7151
H: -2.1515 -1.9050 5.1349
H: -0.5593 -2.4041 5.8223
C: -0.0410 1.0156 -1.9879
H: -1.1776 -3.0266 4.2474
C: -1.5176 -2.7489 5.2928
C: 1.6013 1.6837 -3.6327
H: 2.4634 1.2955 -3.1504
H: 1.7664 2.6393 -4.1704
H: -1.7998 -3.5398 5.8391
H: -0.8370 1.2502 -1.3041

The value obtained for the highest occupied orbital energy is -0.3501 Eh.

iii.
A single C4H10 molecule. Source: OMol25; level of theory: the ωB97M-V functional and the def2-TZVPD basis.

Geometry (Å):
C: 0.5470 -0.3190 -0.4564
H: -0.0401 1.2914 0.9485
C: -0.4656 0.3267 0.4895
H: -1.7083 -0.1484 2.1868
H: 1.4498 1.4758 -1.0671
C: 0.9541 0.6178 -1.5646
H: 0.0888 -1.1740 -0.9369
H: -0.1760 -1.0030 2.0778
H: 1.6060 0.1853 -2.3440
C: -1.0199 -0.6262 1.5333
H: -1.2655 0.7196 -0.1383
H: 0.0360 0.9987 -2.0311
H: 1.4063 -0.7670 0.1053
H: -1.4903 -1.5741 1.1885

The value obtained for the highest occupied orbital energy is -0.4084 Eh.

Which structure is most stable, and how do the rest compare? From most to least stable: iii, ii, i.